Run w
{
  "formula": "C4H12NO2",
  "method": "ωB97M-V/def2-TZVPD",
  "multiplicity": 1,
  "charge": -1,
  "homo_lumo_gap_ev": 7.8,
  "elements": ["C", "H", "N", "C", "C", "H", "H", "C", "H", "H", "H", "H", "O", "H", "H", "H", "O", "H", "H"],
  "positions_angstrom": [[-0.183, 1.449, 0.572], [-0.970, -1.798, -1.506], [-0.087, -1.133, 0.105], [-0.036, -1.219, -1.389], [2.010, 0.189, -0.058], [-0.134, 1.705, -0.512], [1.806, 0.494, -1.088], [0.636, 0.101, 0.616], [-0.116, -0.256, -1.914], [-1.092, -0.878, 0.204], [2.613, -0.717, 0.021], [-2.826, -0.781, 1.350], [-1.482, 1.578, 0.985], [0.734, -0.151, 1.691], [2.597, 1.002, 0.379], [0.487, 2.123, 1.164], [-2.673, -0.560, 0.419], [-2.050, 0.682, 0.798], [0.767, -1.829, -1.837]]
}

***

Run x
{
  "formula": "C4H12NO2",
  "method": "ωB97M-V/def2-TZVPD",
  "multiplicity": 1,
  "charge": -1,
  "homo_lumo_gap_ev": 7.5,
  "elements": ["H", "C", "H", "O", "H", "H", "H", "C", "H", "H", "N", "H", "H", "O", "H", "H", "C", "C", "H"],
  "positions_angstrom": [[0.563, 2.008, 0.696], [-0.061, 1.111, -1.212], [-0.146, -1.386, -0.858], [0.154, -1.264, 1.051], [1.734, -0.920, 3.072], [-0.036, 0.401, 2.228], [-1.349, 0.118, 1.071], [0.474, 1.004, 0.240], [1.595, -1.407, 1.655], [-0.416, 2.126, -1.422], [-0.713, -1.217, -1.707], [1.487, 0.632, 0.233], [-1.473, -1.854, -1.506], [2.308, -1.258, 2.372], [-2.015, 0.287, -0.960], [-1.496, 0.450, -2.649], [-0.250, 0.063, 1.202], [-1.169, 0.163, -1.643], [0.808, 0.942, -1.862]]
}

***

The most stable arrangement is run x, and the next structure is 14.7 kcal/mol less stable.

***

Run w
{
  "formula": "C3H4N2S",
  "method": "ωB97M-V/def2-TZVPD",
  "smiles": "Sc1cn[nH]c1",
  "multiplicity": 1,
  "homo_lumo_gap_ev": 9.2,
  "elements": ["C", "N", "N", "C", "H", "C", "S", "H", "H", "H"],
  "positions_angstrom": [[-0.130, -0.933, 0.113], [-1.493, 0.862, -0.106], [-1.441, -0.408, -0.204], [-0.256, 1.330, 0.120], [2.998, -0.943, -0.128], [0.625, 0.265, -0.018], [2.363, 0.266, -0.067], [-0.294, 2.480, -0.019], [-2.346, -0.996, 0.243], [-0.025, -1.923, 0.066]]
}

***

Run x
{
  "formula": "C3H4N2S",
  "method": "ωB97M-V/def2-TZVPD",
  "multiplicity": 1,
  "homo_lumo_gap_ev": [9.3, 9.3],
  "elements": ["C", "N", "C", "H", "H", "N", "S", "C", "H", "H"],
  "positions_angstrom": [[1.406, -1.035, 0.288], [-0.352, 0.347, -0.200], [0.033, -0.862, 0.223], [0.481, 2.064, -0.949], [-0.696, -1.482, 0.547], [-2.619, 1.016, 0.045], [2.175, 0.390, -0.293], [0.605, 1.135, -0.528], [2.053, -1.807, 0.393], [-3.087, 0.234, 0.473]]
}

***

The most stable arrangement is run w, and the next structure is 57.4 kcal/mol less stable.

***

Run w
{
  "formula": "C3H4N2S",
  "method": "ωB97M-V/def2-TZVPD",
  "smiles": "[H]/N=C\\C(=S)N=C",
  "multiplicity": 1,
  "homo_lumo_gap_ev": 7.3,
  "elements": ["H", "H", "H", "N", "S", "C", "C", "N", "C", "H"],
  "positions_angstrom": [[-0.182, 2.517, 1.750], [-0.554, 1.512, -0.789], [-0.441, -1.921, -0.238], [0.985, -0.683, 0.559], [2.535, 1.191, -0.584], [-0.052, 1.542, 0.117], [0.135, -1.695, 0.683], [-0.653, 2.390, 0.858], [1.233, 0.416, 0.006], [0.434, -2.450, 1.418]]
}

***

Run x
{
  "formula": "C3H4N2S",
  "method": "ωB97M-V/def2-TZVPD",
  "smiles": "Nc1ccns1",
  "multiplicity": 1,
  "homo_lumo_gap_ev": 9.0,
  "elements": ["C", "N", "H", "S", "H", "C", "C", "N", "H", "H"],
  "positions_angstrom": [[0.308, -0.811, -0.050], [-2.019, -0.688, 0.023], [-1.104, -2.509, -0.044], [-1.652, 0.905, 0.042], [0.810, 2.482, 0.138], [0.210, 0.543, -0.021], [-0.963, -1.439, -0.028], [1.111, 1.550, -0.091], [2.072, 1.336, 0.126], [1.227, -1.369, -0.094]]
}

***

Run y
{
  "formula": "C3H4N2S",
  "method": "ωB97M-V/def2-TZVPD",
  "smiles": "[H]/N=C(/C#C)NS",
  "multiplicity": 1,
  "homo_lumo_gap_ev": 10.3,
  "elements": ["C", "H", "N", "C", "C", "H", "H", "N", "S", "H"],
  "positions_angstrom": [[-0.285, -0.465, -1.410], [-0.365, 1.611, 0.199], [0.768, -1.458, 0.385], [-0.782, -0.276, -2.512], [0.313, -0.380, -0.087], [-1.466, -0.128, -3.407], [-0.196, 0.432, 2.762], [0.105, 0.827, 0.613], [0.807, 1.097, 2.108], [1.099, -1.262, 1.349]]
}

***

Run z
{
  "formula": "C3H4N2S",
  "method": "ωB97M-V/def2-TZVPD",
  "smiles": "S=C1CC=NN1",
  "multiplicity": 1,
  "homo_lumo_gap_ev": 8.7,
  "elements": ["N", "N", "C", "S", "H", "C", "H", "H", "C", "H"],
  "positions_angstrom": [[-1.160, -1.069, 0.007], [0.216, -1.278, -0.035], [-0.014, 0.960, -0.001], [2.649, -0.230, -0.030], [0.107, 1.410, 1.000], [1.003, -0.190, -0.089], [0.202, 1.787, -0.684], [-2.267, 0.658, -0.129], [-1.292, 0.194, -0.087], [0.556, -2.242, 0.047]]
}

***

The most stable arrangement is run x, and the next structure is 11.5 kcal/mol less stable.